# 1
Density functional theory data (ωB97M-V with the def2-TZVPD basis set) for C6H30NO9 as an isolated structure in a non-equilibrium geometry.

```
46
C6H30NO9, DFT ωB97M-V with the def2-TZVPD basis set
C -2.37286 0.49828 -0.61135
C -1.82630 1.76807 -0.00331
N -0.37962 1.78813 0.33192
C 0.06165 3.19854 0.31898
C 0.40185 1.62881 2.74892
C -0.08080 0.94833 1.46686
C 1.09498 -0.01341 1.05606
O 0.65276 -0.98745 0.18728
H -3.09135 0.00001 0.05733
H -2.90766 0.47464 -1.56403
H -1.50855 -0.15680 -0.60001
H -1.95638 2.55084 -0.76078
H -2.34307 2.32986 0.82818
H 0.23642 3.50914 -0.73239
H -0.67600 3.88562 0.74732
H 1.03842 3.28221 0.80161
H -0.34311 2.27230 3.18264
H 0.78518 0.98514 3.51934
H 1.27498 2.22449 2.42457
H -0.82769 0.15782 1.54681
H 1.57890 -0.52809 1.92472
H 1.79486 0.68286 0.55874
H 1.15839 -0.51554 -1.82913
H 1.23961 -1.96183 -2.22786
O 1.74295 -1.11367 -2.31788
H 4.60682 0.58828 -1.02319
H 3.13674 0.44703 -1.23906
O 3.86360 1.07553 -1.39274
H -0.91684 -4.18697 1.02447
H 0.44475 -4.72905 0.55427
O -0.50353 -4.82795 0.41516
H -3.76983 -2.25957 1.08732
H -2.33830 -2.34981 1.89241
O -3.35045 -2.35939 1.95476
H 2.11745 1.20089 -2.64746
H 1.46228 2.13085 -1.83837
O 1.54236 1.97387 -2.79735
H 1.06250 -2.50717 -0.41879
H 0.43959 -3.80702 -0.64452
O 1.18724 -3.30200 -1.04434
H -0.58392 1.49078 -3.06409
H -0.55915 0.07117 -3.40290
O -1.20306 0.78446 -3.29533
H -0.35527 -2.39448 2.43075
H -0.18949 -1.67165 0.78519
O -0.84105 -2.27607 1.60927
```

Values from the calculation:
Energy relative to the best compared isomer or geometry (same formula, charge and spin) (eV): 3.575
Charge: -1
Gap between HOMO and LUMO (eV): 8.3
Spin multiplicity: 1
HOMO energy (eV): -5.384

---

# 2
Density functional theory data (ωB97M-V with the def2-TZVPD basis set) for a 10-piece molecular cluster, C6H31NO10 overall in a non-equilibrium geometry.

```
48
C6H31NO10, DFT ωB97M-V with the def2-TZVPD basis set
C 0.24740 -0.06266 -2.33434
N 0.32927 0.23883 -0.88479
C -0.99641 0.25707 -0.27325
C -2.10338 0.77677 -1.16195
O -3.18343 0.23620 -1.17027
C -1.01001 1.03292 1.10713
C 0.22782 0.59153 1.82736
C -1.12438 2.53958 0.93056
H -0.29320 -0.99522 -2.43519
H 1.26973 0.05691 -2.68323
H -0.29798 0.66974 -2.93698
H 0.85391 1.07846 -0.66615
H -1.19248 -0.76006 0.08804
H -1.87581 1.62168 -1.83161
H -1.91948 0.72135 1.62506
H 0.16789 -0.46687 2.09364
H 0.49659 1.15852 2.72304
H 1.15804 0.68364 1.26934
H -2.05911 2.89036 0.49962
H -1.13811 3.16297 1.83597
H -0.18800 2.80266 0.42373
O -1.82261 -4.00861 -1.20644
H -2.54296 -4.64573 -1.15718
H -2.28274 -3.22470 -1.52977
O 1.51897 3.97035 -1.76457
H 0.68472 3.83236 -1.30653
H 1.97007 3.12308 -1.59491
O 2.79404 -2.35478 1.22955
H 1.91409 -2.78901 1.17481
H 3.38482 -3.11708 1.23926
O -3.69040 -2.15711 -2.23751
H -4.62240 -2.33647 -2.11241
H -3.61415 -1.25344 -1.98364
O -3.35311 2.08935 3.09123
H -3.29979 2.95991 2.68385
H -2.44350 1.80396 3.11800
O 3.63083 0.50708 2.83638
H 4.53737 0.80968 2.82384
H 3.70305 -0.39030 2.48650
O 0.26731 -3.37966 0.93813
H 0.16740 -3.04090 0.04427
H -0.47157 -3.96971 1.10118
O 3.56579 -0.86519 -0.82723
H 3.32276 -1.53889 -0.16808
H 4.45884 -1.07880 -1.09473
O 2.83788 1.78953 -0.49604
H 3.01085 0.82679 -0.46565
H 3.34612 2.16349 0.21377
```

Values from the calculation:
Energy relative to the best compared isomer or geometry (same formula, charge and spin) (eV): 1.704
Charge: 0
Gap between HOMO and LUMO (eV): 9.0
Spin multiplicity: 1
SMILES: CN[C@H](C=O)C(C)C.O.O.O.O.O.O.O.O.O
HOMO energy (eV): -8.864

---

# 3
Density functional theory data (ωB97M-V with the def2-TZVPD basis set) for a 9-piece molecular cluster, C6H31NO8 overall in a non-equilibrium geometry.

```
46
C6H31NO8, DFT ωB97M-V with the def2-TZVPD basis set
C -3.06338 0.54900 1.42194
N -1.67030 0.61079 0.99959
C -0.75298 -0.21937 1.84668
C 0.69064 0.21066 2.06566
C 1.01917 1.56461 2.72352
C 0.20541 2.69145 2.07257
C -0.91663 -1.64382 1.36808
H -3.22874 1.20015 2.28827
H -3.40670 -0.48209 1.31851
H -3.73383 1.08812 0.73424
H -1.55906 0.32498 0.01591
H -1.14054 -0.01141 2.86263
H 1.20724 -0.62963 2.52524
H 1.18857 0.27516 1.09025
H 0.85034 1.59705 3.80878
H 2.07668 1.77323 2.59000
H -0.86580 2.46521 1.91387
H 0.49863 2.95066 1.04851
H 0.25763 3.58400 2.70460
H -0.32588 -1.79091 0.42944
H -1.96770 -1.87206 1.18282
H -0.68744 -2.56904 1.89284
H -0.19387 1.84167 -0.89729
H 0.65261 1.82808 -2.20370
O 0.69070 1.75508 -1.24497
H -3.03855 1.50274 -1.81493
H -2.46951 0.18106 -2.22890
O -2.20227 1.05043 -1.87774
H 3.54649 0.67927 -0.37464
H 3.70437 2.03795 0.27850
O 4.20864 1.23330 0.03911
H 2.28715 0.98511 -3.05889
H 2.80266 2.34556 -3.15685
O 2.42085 1.68393 -3.72936
H -0.68857 -1.70516 -2.68680
H -1.36347 -1.77917 -4.04089
O -0.77063 -2.25386 -3.46214
H -1.04039 -4.22542 -1.58629
H -0.95366 -3.82306 -0.20024
O -1.53148 -3.68891 -0.95543
H 1.45410 0.21383 -1.45346
H 1.63348 -1.27520 -1.93977
O 2.01467 -0.39328 -1.98274
H 1.60808 -4.05703 0.07950
H 1.47806 -2.47740 -0.10597
O 1.07519 -3.32624 -0.30006
```

Values from the calculation:
Energy relative to the best compared isomer or geometry (same formula, charge and spin) (eV): 0.016
<S²>: 0.754
Charge: +1
Gap between HOMO and LUMO (spin up / spin down) (eV): 10.3 / 5.6
Spin multiplicity: 2
HOMO energy (spin up / spin down) (eV): -13.481 / -13.480

---

# 4
Density functional theory data (ωB97M-V with the def2-TZVPD basis set) for C6H32Fe2O19 as an isolated structure in a non-equilibrium geometry.

```
59
C6H32Fe2O19, DFT ωB97M-V with the def2-TZVPD basis set
Fe 0.11218 -3.80608 2.82388
Fe -0.65147 4.26245 0.43157
C -0.01326 0.41001 -1.26626
C -0.26391 1.65301 -0.50997
C -0.49126 1.50333 1.08550
O -0.64781 2.52842 1.73288
C -0.43606 0.14779 1.63383
C -0.29376 -0.91089 0.87574
C -0.05752 -0.79619 -0.64827
O 0.14978 -1.89763 -1.32138
O -0.41413 -2.05553 1.50623
O -0.20678 2.81122 -0.98390
H 0.28351 0.58595 -2.28967
H -0.58720 0.04661 2.69841
O -2.76104 3.56595 0.30200
H -3.53336 4.13053 0.27046
H -3.07850 2.74592 0.68016
O 1.60580 3.33891 -4.24968
H 1.22889 3.98975 -3.65758
H 0.95396 2.63875 -4.28296
O -0.74166 -1.37424 -3.88445
H -0.49777 -1.56923 -2.97962
H 0.09324 -1.27831 -4.34269
O -1.56641 -3.34099 3.89201
H -2.40020 -2.99693 3.57161
H -1.59562 -3.19841 4.83808
O 1.49623 4.50494 0.70349
H 2.14371 5.15765 0.43709
H 1.86824 4.10475 1.48942
O 2.60939 -3.50361 -1.32778
H 2.27434 -4.37864 -1.13208
H 1.86853 -2.92046 -1.16253
O -1.01808 -5.14450 1.56964
H -1.72555 -5.76018 1.76111
H -1.21565 -4.81728 0.69208
O -0.20071 2.49789 4.41936
H -0.17354 3.43658 4.60473
H -0.44807 2.44261 3.49633
O 0.69040 -4.93693 -3.27232
H 0.18382 -4.46690 -2.60999
H 0.12317 -4.95069 -4.04322
O -0.68292 1.83070 -4.27940
H -1.06961 1.36471 -5.02072
H -0.88367 1.28297 -3.52050
O -1.74191 -4.01647 -0.65222
H -1.16357 -3.36332 -1.04612
H -2.61764 -3.63712 -0.72581
O -1.05216 5.53089 -1.13647
H -0.61909 5.32585 -1.96511
H -1.38534 6.42056 -1.25352
O 1.48996 0.19451 4.80717
H 2.34239 0.35202 4.40124
H 0.92626 0.88433 4.45699
O 3.37300 1.18707 -2.77761
H 3.51901 0.29075 -3.08011
H 2.42610 1.24629 -2.65070
O 1.24284 -2.64770 4.08751
H 1.39876 -1.70563 4.02100
H 1.83162 -2.93986 4.78336
```

Values from the calculation:
<S²>: 24.784
Charge: +1
Gap between HOMO and LUMO (spin up / spin down) (eV): 4.1 / 5.5
Spin multiplicity: 10
HOMO energy (spin up / spin down) (eV): -7.675 / -9.529

---

# 5
Density functional theory data (ωB97M-V with the def2-TZVPD basis set) for a 10-piece molecular cluster, C6H32N12O10 overall in a non-equilibrium geometry.

```
60
C6H32N12O10, DFT ωB97M-V with the def2-TZVPD basis set
N 6.58774 1.40754 1.42511
C 7.45133 2.39688 1.61753
N 8.64823 1.96473 1.70124
O 7.26548 3.57894 1.53303
H 5.68145 1.62071 1.03357
H 6.78603 0.44457 1.65634
H 8.93133 1.05097 1.37720
H 9.31546 2.69939 1.88877
N -2.32494 3.79153 -4.65062
C -3.08557 4.84017 -4.83679
N -3.24985 5.12800 -6.07964
O -3.43924 5.52698 -3.88342
H -2.03484 3.23181 -5.43971
H -2.23734 3.40074 -3.72342
H -2.67876 4.68244 -6.78352
H -3.72346 5.95997 -6.40155
N -0.86901 -3.27193 3.31438
C -0.32122 -3.73307 4.48590
N -0.22134 -5.02335 4.49982
O 0.21291 -3.01785 5.35268
H -0.88984 -3.97263 2.58728
H -0.76471 -2.32490 2.97920
H -0.71799 -5.55487 3.79916
H 0.31135 -5.32623 5.30269
N -2.72664 -5.86258 -2.20037
C -2.46522 -4.57922 -1.97578
N -1.27517 -4.46602 -1.34089
O -3.04662 -3.64384 -2.44356
H -1.92653 -6.44733 -2.00551
H -3.32872 -6.09493 -2.97730
H -0.97434 -3.60297 -0.91108
H -0.94504 -5.37725 -1.05666
N 0.09400 -1.79990 -5.20706
C -0.28383 -1.59310 -6.44603
N -0.91031 -2.54109 -7.03372
O -0.10585 -0.51499 -6.96825
H 0.06204 -2.73973 -4.83856
H 0.30931 -0.99571 -4.63518
H -0.76104 -3.50397 -6.76785
H -1.26566 -2.17639 -7.90596
N 0.66437 1.44686 4.98874
C 0.19380 1.94084 6.08806
N -0.79003 1.33601 6.58696
O 0.55330 2.97428 6.62440
H 1.47544 1.89468 4.58660
H 0.15404 0.65996 4.61396
H -1.08524 1.60418 7.51488
H -0.97604 0.37010 6.35779
O -3.44905 2.33937 -0.43367
H -3.55160 2.06385 0.47727
H -4.32626 2.26039 -0.80850
O 0.13661 0.05898 0.24259
H 0.94401 0.56168 0.13468
H -0.55639 0.65330 -0.04510
O -3.61967 0.69284 2.97949
H -3.63463 1.25592 3.75341
H -4.25833 0.00583 3.17019
O 2.40275 4.38966 1.65962
H 1.66730 4.82473 2.09097
H 2.97206 5.10505 1.37618
```

Values from the calculation:
Energy relative to the best compared isomer or geometry (same formula, charge and spin) (eV): 4.979
Charge: 0
Gap between HOMO and LUMO (eV): 9.0
Spin multiplicity: 1
SMILES: NC(N)=O.NC(N)=O.NC(N)=O.NC(N)=O.NC(N)=O.NC(N)=O.O.O.O.O
HOMO energy (eV): -9.188

---

# 6
Density functional theory data (ωB97M-V with the def2-TZVPD basis set) for a 11-piece molecular cluster, C6H32NO11 overall in a non-equilibrium geometry.

```
50
C6H32NO11, DFT ωB97M-V with the def2-TZVPD basis set
O 2.92369 2.83442 -1.95561
C 3.07148 2.38392 -0.89318
C 2.17046 1.46872 -0.23856
C 2.80831 0.63974 0.84171
C 2.00062 -0.28354 1.79887
C 0.69538 -0.66325 1.87908
C -0.08135 -1.59207 2.81168
N 1.26906 0.48441 -1.07920
H 3.95938 2.65056 -0.37167
H 1.44312 2.27118 0.31144
H 3.64012 0.06953 0.26600
H 3.44436 1.21636 1.57908
H 2.69880 -0.65384 2.48687
H 0.17181 -0.31884 0.98344
H -1.25115 -1.42275 2.86633
H -0.03109 -2.71140 2.31580
H 0.40914 -1.74564 3.86512
H 1.53950 -0.42881 -0.85994
H 0.31752 0.41994 -0.72121
H 1.27789 0.73598 -2.03091
H -1.73574 2.96475 2.46628
H -0.85178 2.27600 1.47101
O -1.66557 2.17132 1.95522
H -2.20264 -4.01999 0.30690
H -2.77934 -2.68789 0.71516
O -2.69887 -3.26207 -0.01961
H 0.53278 -3.50699 -1.50211
H 0.52742 -4.97693 -0.94657
O 0.33108 -3.93440 -0.69795
H -0.00643 3.72047 -0.83292
H -0.06339 4.57044 0.57218
O -0.26938 3.78825 0.07552
H -1.51115 -2.35651 -2.97278
H -2.69633 -2.13698 -2.02703
O -2.00995 -1.75064 -2.62360
H -0.70420 0.32071 -3.36631
H 0.44315 0.46912 -4.56718
O 0.22175 0.57577 -3.50830
H 2.80619 -2.71096 -1.48848
H 1.90611 -2.30266 -0.42495
O 2.47684 -1.99130 -0.98662
H -1.85711 0.93932 -0.24952
H -1.90486 -0.24226 -0.94627
O -1.26740 0.37074 -0.73168
H -4.27080 0.57063 0.94606
H -2.96857 0.05745 1.49456
O -3.45261 0.05778 0.68827
H -2.79019 -0.22808 4.05997
H -2.53300 1.09431 3.15057
O -3.06862 0.26409 3.28034
```

Values from the calculation:
Energy relative to the best compared isomer or geometry (same formula, charge and spin) (eV): 4.427
Charge: +1
Gap between HOMO and LUMO (eV): 9.9
Spin multiplicity: 1
HOMO energy (eV): -12.369

---

no.,energy (eV)
1,-26627.0174
2,-28689.9078
3,-24585.6279
4,-114411.7166
5,-45099.9271
6,-30744.5804